(1)
Here is a molecular structure, C4H5I3N4 at a distorted geometry from the OMol25 dataset. Energies are from ωB97M-V/def2-TZVPD.

```
16
Properties=species:S:1:pos:R:3:mulliken_charge:R:1
C -2.783 -0.991 -0.343 -0.6415
C -1.791 -1.862 -0.418 0.2054
C 2.009 0.425 0.567 -0.3393
C -0.455 -1.575 -0.916 -0.4173
N 0.870 0.444 1.456 -0.4814
N -0.036 -0.250 1.007 -0.2108
N 1.573 -0.362 -0.581 -0.5158
N 0.321 -0.800 -0.165 1.1184
I -2.045 -3.846 0.312 0.1555
I -0.754 0.498 -3.096 -0.3921
I 0.553 -2.966 -2.130 0.2694
H -3.733 -1.251 0.087 0.2821
H -2.684 0.007 -0.740 0.2243
H 2.324 1.442 0.321 0.3113
H 2.835 -0.078 1.092 0.2648
H 1.452 0.167 -1.457 0.1669
```

Its spin multiplicity is 1. Its HOMO-LUMO gap (alpha / beta) is 6.208 / 6.211 eV. Its HOMO energy (alpha / beta) is -8.2 / -8.2 eV. Its LUMO energy (alpha / beta) is -1.9 / -1.9 eV.

---

(2)
Here is 3 unconnected molecules or ions with the total composition C6H12O2 at a distorted geometry from the OMol25 dataset. Energies are from ωB97M-V/def2-TZVPD.

```
20
Properties=species:S:1:pos:R:3:mulliken_charge:R:1
C -1.828 -1.870 1.403 -0.8657
C -0.613 -1.339 1.421 -0.0222
C 0.261 -1.398 0.257 -0.1244
C 1.514 -0.995 0.078 -0.2838
C 2.319 -1.112 -1.158 -0.2414
C 2.001 -0.431 -2.247 -0.6460
H -2.484 -1.702 2.249 0.2571
H -2.263 -2.461 0.605 0.2476
H -0.350 -0.762 2.298 0.2726
H -0.205 -2.027 -0.492 0.2442
H 1.904 -0.412 0.919 0.3646
H 3.073 -1.888 -1.149 0.3094
H 1.175 0.263 -2.325 0.2251
H 2.615 -0.513 -3.139 0.2575
O 0.177 3.064 -0.550 -0.6207
H -0.136 2.758 -1.410 0.3233
H 0.804 2.388 -0.353 0.3052
O -2.846 2.204 0.807 -0.6410
H -2.193 2.850 0.576 0.3373
H -2.821 1.909 1.715 0.3012
```

Its spin multiplicity is 1. The SMILES is C=C/C=C/C=C.O.O. Its HOMO-LUMO gap is 9.674 eV. Its HOMO energy is -9.0 eV. Its LUMO energy is 0.7 eV.

---

(3)
Here is a molecular structure, C33H28FN4O3PdS from the OMol25 dataset. Energies are from ωB97M-V/def2-TZVPD.

```
71
Properties=species:S:1:pos:R:3:mulliken_charge:R:1
Pd -1.442 1.136 0.152 -0.4180
O -3.583 4.215 1.489 -0.6848
C -2.914 3.429 0.856 -0.1005
N -2.663 2.155 1.232 0.0495
C -3.044 1.602 2.513 -0.8467
C -2.725 0.137 2.497 0.4553
C -3.173 -0.744 3.467 -1.0056
C -2.910 -2.095 3.323 -0.4243
C -2.242 -2.546 2.190 -1.1805
C -1.817 -1.622 1.262 -0.1866
N -2.012 -0.313 1.452 0.2484
C -2.303 3.746 -0.480 0.5830
C -2.553 4.926 -1.139 -0.6450
C -1.990 5.112 -2.395 -0.5696
C -1.206 4.110 -2.942 -0.8919
C -0.983 2.950 -2.220 -0.3706
N -1.513 2.795 -1.008 0.7925
H -4.119 1.733 2.658 0.6492
H -2.537 2.108 3.342 0.3301
H -3.740 -0.371 4.308 0.5322
H -3.251 -2.797 4.072 0.4331
H -2.063 -3.598 2.020 0.4801
H -1.338 -1.898 0.335 0.7949
H -3.190 5.658 -0.661 0.5842
H -2.174 6.025 -2.945 0.4480
H -0.769 4.210 -3.925 0.4895
H -0.373 2.138 -2.583 0.4460
O 0.406 0.617 -1.064 0.3255
S 1.760 -0.047 -0.833 0.2264
C 2.147 -0.830 -2.431 -1.3001
C 1.120 -1.804 -2.920 0.1398
C 1.371 -3.173 -2.861 -0.1805
C 0.413 -4.081 -3.287 -0.7913
C -0.805 -3.627 -3.776 -0.5237
C -1.055 -2.264 -3.854 -0.8631
C -0.095 -1.358 -3.432 0.0548
C 1.448 -1.501 0.182 0.1842
C 2.731 -2.193 0.556 -0.0339
C 2.881 -3.557 0.331 -0.3336
C 4.054 -4.202 0.694 -0.8058
C 5.090 -3.487 1.277 -0.4560
C 4.946 -2.126 1.508 -0.8343
C 3.771 -1.482 1.154 -0.1417
H 3.135 -1.277 -2.301 0.5708
H 2.248 0.033 -3.091 0.6118
H 2.329 -3.525 -2.497 0.5725
H 0.622 -5.142 -3.250 0.4305
H -1.550 -4.334 -4.115 0.4366
H -1.996 -1.902 -4.248 0.4739
H -0.292 -0.297 -3.503 0.3980
H 0.764 -2.148 -0.369 0.1433
H 0.945 -1.089 1.058 0.1445
H 2.072 -4.117 -0.123 0.4901
H 4.159 -5.266 0.521 0.4109
H 6.006 -3.991 1.556 0.4075
H 5.749 -1.565 1.969 0.4232
H 3.659 -0.421 1.350 0.4319
O -3.170 0.807 -3.394 -0.6139
C -2.822 0.414 -2.335 0.6330
N -2.478 -0.008 -1.263 -0.4793
F 3.067 3.196 3.731 -0.3446
C 2.039 2.778 2.982 0.1161
C 1.576 3.588 1.966 -0.7352
C 0.515 3.152 1.183 -0.7410
C -0.066 1.917 1.428 1.7141
C 0.406 1.121 2.464 -0.0527
C 1.472 1.549 3.248 -0.6958
H 2.044 4.547 1.788 0.5172
H 0.182 3.798 0.385 0.3111
H -0.026 0.157 2.692 0.2395
H 1.854 0.940 4.057 0.5274
```

Its spin multiplicity is 1. The charge is +1. Its HOMO-LUMO gap is 7.707 eV. Its HOMO energy is -11.6 eV. Its LUMO energy is -3.9 eV.

---

(4)
Here is a gas-phase ion, C3H6Cl3N2 (charge +1) at a distorted geometry from the OMol25 dataset. Energies are from ωB97M-V/def2-TZVPD.

```
14
Properties=species:S:1:pos:R:3:mulliken_charge:R:1
C 0.775 0.241 0.079 0.6559
C -0.993 1.117 1.745 -0.7869
C 0.386 -2.546 -1.792 0.2539
N 0.996 1.146 -0.898 -0.3131
N 0.019 0.244 1.227 -0.2125
Cl 1.046 -1.442 -0.457 -0.0532
Cl 0.625 -1.902 -3.339 -0.0491
Cl -1.279 -3.037 -1.456 -0.0578
H -0.839 1.319 2.734 0.3285
H -2.113 0.689 1.715 0.2754
H -1.007 2.049 1.228 0.3189
H 1.574 0.705 -1.517 0.1735
H 0.780 2.111 -0.967 0.2157
H 0.030 -0.693 1.698 0.2507
```

As for the expectation value of S²: 2.013. Its spin multiplicity is 3. The charge is +1. Its HOMO-LUMO gap (alpha / beta) is 8.111 / 8.287 eV. Its HOMO energy (alpha / beta) is -11.7 / -14.8 eV. Its LUMO energy (alpha / beta) is -3.6 / -6.5 eV.

---

Q: Which energy above the lowest of the compared OMol25 structures with the same formula, charge and spin values were calculated for the entries above? A: 0.00, 283.55, 24.01, 194.96, in kJ/mol.